{
  "formula": "C10H35O7",
  "method": "ωB97M-V with the def2-TZVPD basis set",
  "relative_energy_kcal_mol": 0.0,
  "homo_ev": -13.3133,
  "multiplicity": 1,
  "orbital_gap_ev": 11.329,
  "total_charge": 1,
  "elements": ["H", "H", "H", "O", "O", "C", "H", "O", "H", "O", "H", "H", "H", "H", "H", "C", "H", "O", "H", "H", "H", "H", "C", "O", "H", "C", "H", "H", "H", "H", "H", "C", "C", "H", "H", "H", "H", "H", "H", "H", "H", "C", "H", "H", "C", "H", "H", "H", "C", "H", "O", "C"],
  "xyz": [[-3.47950, -0.02148, -0.20319], [4.07472, 0.21498, -0.16139], [1.23246, -4.79440, 0.66763], [1.32383, 1.80337, -2.31911], [2.94592, -1.14663, -1.25583], [-2.33573, 2.01458, -2.72530], [2.05849, 2.26877, 2.34237], [-2.30591, -1.49239, 2.43589], [0.33003, 1.69243, 4.25951], [1.08397, -3.36123, -0.84049], [-1.78529, 1.20722, -3.21859], [-2.41617, -3.47390, 1.85218], [0.15829, -0.14086, -0.04277], [2.46980, 0.55259, 2.10402], [0.89561, -4.02219, -1.51277], [-2.67207, 1.63690, -1.30089], [0.83600, -3.14060, 1.21786], [0.04111, -0.26026, 1.49512], [1.89257, 1.51263, 0.75202], [-3.25752, 2.09187, -3.31178], [-1.22759, 2.59749, -0.37707], [-1.79513, -2.32932, 0.59381], [1.41619, 3.21901, -2.11615], [-1.47421, 1.67209, -0.48099], [-0.78918, -0.60488, 1.87368], [-3.15445, 0.21546, -1.21715], [-4.02535, 0.06026, -1.85719], [2.98929, -2.09995, -1.40300], [-3.50045, -2.43714, 1.01898], [5.00050, -1.02423, -1.02148], [-2.36682, -0.46762, -1.53651], [0.68814, -3.87843, 0.43292], [0.11661, 0.80962, 3.65959], [-0.38089, -4.10582, 0.42263], [-1.77767, 2.94405, -2.83445], [1.15788, 1.66331, -3.25691], [0.67536, 3.74335, -2.72161], [4.11162, -1.45305, 0.45170], [-3.41575, 2.30282, -0.85933], [0.77004, 0.01135, 4.02592], [1.20695, 3.44449, -1.07269], [1.77687, 1.35078, 1.82766], [2.41423, 3.57668, -2.36484], [0.65260, 0.56808, -1.44349], [4.09544, -0.83197, -0.44497], [-2.80764, -1.72562, 3.22026], [-0.29347, 1.76094, 1.74600], [-0.91181, 0.50518, 3.86234], [0.34399, 0.98331, 2.18083], [1.37677, -0.83409, -0.98129], [0.51626, -0.30714, -0.98347], [-2.47897, -2.47040, 1.42177]],
  "forces_ev_per_angstrom": [[0.21, -0.06, 0.04], [-0.19, 0.05, -0.09], [0.07, 0.08, 0.12], [-0.12, 0.10, -0.10], [0.29, -0.13, 0.23], [-0.46, -0.24, -0.64], [0.05, -0.01, -0.01], [0.52, 0.42, -0.36], [0.00, 0.18, -0.24], [0.23, 0.31, 0.20], [0.22, 0.06, 0.22], [0.52, -0.02, -0.18], [0.10, -0.39, 0.42], [-0.05, 0.04, 0.15], [-0.05, -0.04, 0.06], [0.68, -0.22, 0.18], [0.30, 0.19, -0.22], [-0.03, 0.29, 0.16], [-0.07, 0.06, 0.03], [0.04, 0.23, 0.11], [0.00, 0.00, 0.01], [0.31, 0.18, 0.19], [-0.15, 0.17, 0.01], [-0.10, 0.28, -0.04], [-0.08, -0.05, 0.00], [-0.60, -0.22, 0.07], [0.08, 0.04, -0.09], [-0.32, -0.02, -0.07], [0.15, 0.28, -0.10], [0.02, 0.08, 0.03], [0.02, -0.03, 0.06], [-0.45, -0.47, -0.24], [0.01, -0.48, 0.34], [0.06, -0.11, 0.02], [-0.05, 0.07, 0.16], [0.10, -0.14, -0.01], [0.05, 0.00, -0.02], [-0.04, 0.07, 0.05], [0.01, 0.14, -0.09], [-0.04, 0.03, -0.02], [0.07, -0.17, 0.06], [0.01, -0.20, -0.04], [0.01, -0.01, 0.00], [0.18, 0.04, -0.06], [0.07, -0.23, -0.12], [-0.02, -0.07, -0.03], [-0.22, -0.11, 0.27], [-0.01, 0.08, -0.02], [0.36, 0.28, -0.52], [0.21, 0.36, 0.05], [-0.38, 0.05, -0.29], [-1.53, -0.76, 0.35]],
  "mulliken_charge": [0.256, 0.249, 0.351, -0.520, -0.528, -1.231, 0.489, -0.549, 0.413, -0.415, 0.241, 0.347, 0.333, 0.297, 0.252, 0.458, 0.163, -0.323, -0.006, 0.424, 0.214, 0.013, -0.678, -0.379, 0.066, -1.223, 0.450, 0.268, 0.337, 0.304, 0.197, -0.445, -1.437, 0.177, 0.292, 0.262, 0.306, 0.284, 0.289, 0.325, 0.232, -1.049, 0.302, 0.448, -0.648, 0.294, -0.026, 0.391, 0.935, 0.550, -0.212, -0.539]
}

{
  "formula": "C2H6N3O2",
  "method": "ωB97M-V with the def2-TZVPD basis set",
  "relative_energy_kcal_mol": 134.1,
  "smiles": "[NH3+]/C=C/N[N+](=O)[O-]",
  "homo_ev": [-13.4620, -13.4629],
  "multiplicity": 1,
  "orbital_gap_ev": [8.564, 8.565],
  "total_charge": 1,
  "elements": ["C", "H", "O", "N", "H", "H", "O", "H", "H", "H", "N", "N", "C"],
  "xyz": [[0.10739, 0.36006, -0.10534], [0.78695, -2.84907, -1.06525], [0.62693, 2.85928, 0.05153], [-0.20793, 1.05056, 0.96236], [-0.68681, -2.38790, -1.81189], [-0.57608, 0.77365, 1.85314], [-0.16741, 2.89345, 2.09905], [0.46385, -1.29229, -1.78648], [0.64200, 0.87309, -0.80908], [-0.96584, -1.44698, 0.76861], [0.07808, -1.97606, -1.19542], [0.10101, 2.39520, 1.03745], [-0.20215, -1.25300, 0.00132]],
  "forces_ev_per_angstrom": [[-2.50, -9.23, 2.39], [-1.65, 2.54, -0.32], [-0.28, 0.36, 0.51], [-0.35, 0.32, 0.47], [0.35, 0.55, 1.31], [-0.34, -0.72, 0.18], [0.03, 0.17, -0.40], [1.36, 0.75, -1.31], [1.26, 1.08, -2.08], [0.53, -0.75, -0.86], [0.28, -4.23, -0.42], [0.85, 1.16, -0.21], [0.45, 8.00, 0.73]],
  "mulliken_charge": [-0.044, 0.425, -0.593, -0.207, 0.381, 0.281, -0.560, 0.329, 0.464, 0.311, -0.303, 1.089, -0.573]
}